This record from the Open Molecules 2025 dataset describes a molecular structure, C32H28AsBIIrN7S. The level of theory is wB97M-V/def2-TZVPD.

As for the total energy: -4680.17806 a.u. For the LUMO energy (spin up / spin down), the calculation gives -4.1411 / -4.1468 eV. The charge is +1. The value obtained for the gap between HOMO and LUMO (spin up / spin down) is 5.77 / 5.77 eV.

Geometry as XYZ:
```
72
Properties=species:S:1:pos:R:3:forces:R:3:mulliken_charge:R:1
Ir 0.333183 0.679674 1.197494 -1.57 2.48 -2.06 2.752
C -0.962517 3.658974 -1.941306 0.06 0.03 0.10 -1.389
C -0.873017 2.350974 -1.478506 0.04 0.06 -0.07 -0.604
N -0.442717 2.351274 -0.218406 1.06 -1.01 0.77 -0.276
N -0.256417 3.621474 0.150094 0.07 0.55 -0.32 0.226
C -0.561317 4.433274 -0.869706 -0.08 -0.17 -0.30 -0.265
B 0.074483 4.045074 1.591594 -0.04 -0.70 0.03 -0.241
N 1.477983 3.559974 1.985294 -0.13 0.46 0.03 0.289
C 2.427883 4.267574 2.610794 0.23 -0.28 0.07 -0.165
C 3.443983 3.407874 2.977894 -0.20 0.01 -0.20 -1.241
C 3.021183 2.161874 2.529694 0.19 0.11 0.15 -0.211
N 1.836483 2.271974 1.932794 -1.05 -1.76 -0.03 -0.366
N -0.921317 3.323374 2.512094 0.05 0.52 -0.23 0.321
C -1.805717 3.864974 3.360394 -0.14 -0.26 0.17 -0.161
C -2.467117 2.844674 4.013994 0.19 0.10 -0.19 -1.187
C -1.914617 1.682574 3.485594 -0.25 -0.16 0.13 -0.090
N -0.990717 1.990974 2.584194 0.62 -1.94 -0.89 -0.405
H -1.274617 3.989774 -2.908406 -0.11 0.09 -0.22 0.491
H -1.105917 1.435874 -1.997306 0.07 -0.03 0.03 0.840
H -0.473817 5.496174 -0.785106 -0.03 0.25 0.14 0.491
H -0.005617 5.217274 1.708694 -0.02 0.30 0.02 -0.111
H 2.331483 5.320474 2.777694 -0.15 0.24 -0.09 0.475
H 4.347783 3.644874 3.497894 0.20 0.04 0.08 0.458
H 3.531583 1.226474 2.638694 -0.09 -0.27 -0.04 0.449
H -1.910517 4.926974 3.444694 0.07 0.25 -0.02 0.473
H -3.230517 2.923974 4.760294 -0.12 0.02 0.11 0.430
H -2.152517 0.662474 3.718494 0.10 -0.14 -0.07 0.448
S -0.504317 -1.165226 2.659194 1.69 0.90 0.87 -0.464
C -1.775117 -2.129326 1.971094 0.14 0.20 -1.15 1.225
C -2.541117 -2.913526 2.839594 0.23 0.21 -0.05 -0.849
C -3.480317 -3.788026 2.335894 0.05 0.02 -0.23 -0.574
C -3.682217 -3.875026 0.964994 0.01 0.00 -0.10 -0.975
C -2.939717 -3.082826 0.102494 -0.13 -0.10 -0.29 -0.386
C -1.971217 -2.214226 0.584394 -0.07 0.12 0.47 -0.585
As -0.805817 -1.169626 -0.581806 -0.25 -1.06 1.52 1.010
C -1.844517 -1.388226 -2.247606 0.07 0.77 0.00 -0.361
C -2.949717 -0.566626 -2.456206 0.11 0.18 0.27 0.028
C -3.756517 -0.748126 -3.567806 -0.05 0.03 0.00 -0.845
C -3.463117 -1.747326 -4.482506 0.01 -0.01 0.00 -0.528
C -2.375917 -2.579726 -4.271906 -0.09 0.03 0.01 -0.738
C -1.570117 -2.403126 -3.158406 0.44 -0.15 0.26 -0.099
C 0.612183 -2.470126 -0.913606 0.22 0.36 -0.07 0.666
C 1.471883 -2.235326 -1.985106 -0.14 0.26 0.04 -0.285
C 2.524783 -3.094426 -2.240406 0.07 0.05 -0.09 -0.868
C 2.724483 -4.201426 -1.430606 -0.03 -0.03 0.09 -0.627
C 1.868783 -4.446426 -0.370506 0.00 -0.03 -0.06 -0.661
C 0.821283 -3.579526 -0.105106 -0.48 0.08 0.17 -0.661
H -2.374317 -2.831926 3.902394 0.03 -0.01 0.13 0.499
H -4.047917 -4.412226 3.007494 -0.10 -0.03 0.10 0.392
H -4.409817 -4.564626 0.565094 -0.07 -0.02 -0.04 0.421
H -3.110817 -3.155126 -0.964506 -0.04 -0.05 0.02 0.384
H -3.187317 0.208774 -1.733006 -0.05 -0.02 -0.09 0.558
H -4.617217 -0.113026 -3.722006 -0.02 0.05 0.03 0.425
H -4.084117 -1.880326 -5.355806 -0.06 -0.02 -0.05 0.406
H -2.157717 -3.373726 -4.972406 0.04 -0.02 0.00 0.439
H -0.735217 -3.074426 -2.992906 -0.07 0.07 -0.06 0.384
H 1.298583 -1.373826 -2.626006 0.12 -0.08 -0.01 0.564
H 3.188583 -2.906126 -3.071206 0.03 0.03 -0.09 0.475
H 3.545183 -4.872926 -1.624006 0.11 -0.09 -0.05 0.412
H 2.016683 -5.312726 0.256294 0.01 -0.06 0.07 0.422
H 0.158783 -3.774426 0.733094 0.06 0.03 -0.05 0.359
I 2.968683 -1.554626 1.900594 0.52 0.19 -0.38 0.232
C 3.309883 -0.266126 0.263694 0.16 -0.88 0.89 -0.315
C 4.604483 -0.073926 -0.186606 0.00 0.10 -0.19 -0.748
C 4.803983 0.802674 -1.239206 -0.17 -0.07 0.05 -0.435
C 3.699483 1.411374 -1.818806 -0.06 -0.19 0.10 -1.044
C 2.446983 1.139974 -1.299506 -0.16 0.39 -0.38 -0.291
N 2.250983 0.329474 -0.261006 -1.11 -0.08 1.28 0.708
H 5.425983 -0.592226 0.280094 0.03 -0.02 0.06 0.522
H 5.801683 1.000374 -1.599106 0.09 0.02 -0.06 0.472
H 3.805683 2.083974 -2.654406 -0.05 0.07 -0.06 0.508
H 1.558083 1.593074 -1.714006 -0.01 0.11 0.00 0.398
```
Forces are in eV/Å.